1.
This record from OMol25 describes one molecule with the formula C4H10N2 in a non-equilibrium geometry. The level of theory is the ωB97M-V functional and the def2-TZVPD basis.

The energy above the lowest of the compared OMol25 structures with the same formula, charge and spin comes out at 158.8 kJ/mol. Its orbital gap is 9.26 eV. As for the charge: 0. As for the SMILES: N/C=C/CCN. For the HOMO energy, the calculation gives -8.06 eV. As for the strongest force on any atom: 2.8 eV/Å. The calculation puts the total energy at -7288.9737 eV.

Geometry as XYZ:
```
16
C4H10N2 the ωB97M-V functional and the def2-TZVPD basis
N -0.450 2.015 -2.202
C 0.169 0.857 -1.732
C -0.062 0.397 -0.496
C 0.272 -1.030 -0.123
C -0.066 -1.233 1.385
N 0.669 -0.307 2.279
H 0.051 2.607 -2.849
H -1.433 2.178 -2.322
H 0.840 0.296 -2.382
H -0.763 0.893 0.165
H -0.524 -1.633 -0.574
H 1.301 -1.353 -0.177
H -1.130 -0.973 1.496
H -0.051 -2.269 1.722
H 1.096 -0.817 3.046
H 0.077 0.373 2.763
```

---

2.
This record from OMol25 describes a 2-piece molecular cluster, C12H25Br2N4O overall in a non-equilibrium geometry. The level of theory is the ωB97M-V functional and the def2-TZVPD basis.

The energy above the lowest of the compared OMol25 structures with the same formula, charge and spin comes out at 0.0 kJ/mol. Its orbital gap is 9.48 eV. As for the charge: +1. For the HOMO energy, the calculation gives -12.51 eV. As for the strongest force on any atom: 3.6 eV/Å. The calculation puts the total energy at -160936.3820 eV.

Geometry as XYZ:
```
44
C12H25Br2N4O the ωB97M-V functional and the def2-TZVPD basis
C -1.691 4.013 -0.589
C -1.421 3.693 0.871
O -0.655 4.303 1.496
N -2.108 2.583 1.535
C -1.488 1.341 0.999
C -2.089 0.078 1.606
C -1.497 -0.350 2.984
C 0.004 -0.058 3.217
C 1.053 -0.880 2.406
C 2.227 0.048 2.010
C 2.724 -0.292 0.588
N 1.567 -0.135 -0.306
C 0.623 -1.070 0.046
N -0.194 -1.432 -0.934
N 0.557 -1.637 1.237
H -2.705 4.418 -0.710
H -1.001 4.767 -0.965
H -1.651 3.126 -1.230
H -3.072 2.594 1.198
H -0.399 1.420 1.065
H -1.725 1.313 -0.082
H -3.158 0.255 1.769
H -2.046 -0.791 0.939
H -1.732 -1.413 3.144
H -2.055 0.196 3.749
H 0.131 1.025 3.131
H 0.190 -0.273 4.276
H 1.498 -1.593 3.106
H 1.902 1.095 1.971
H 3.028 0.006 2.753
H 3.458 0.471 0.320
H 3.157 -1.292 0.546
H 1.174 0.801 -0.271
H 0.229 -1.542 -1.850
H -1.164 -1.676 -0.797
H -0.306 -2.148 1.391
Br 2.461 -1.897 -3.474
C 1.296 -3.080 -4.502
C 0.887 -2.446 -5.802
Br -0.487 -1.096 -5.519
H 0.450 -3.325 -3.867
H 1.885 -3.978 -4.677
H 0.433 -3.185 -6.460
H 1.710 -1.961 -6.318
```

---

3.
This record from OMol25 describes C60H53GeINO8PPbS as an isolated structure. The level of theory is the ωB97M-V functional and the def2-TZVPD basis.

The energy above the lowest of the compared OMol25 structures with the same formula, charge and spin comes out at 62.6 kJ/mol. Its orbital gap (spin up / spin down) is 6.63 / 6.32 eV. As for the charge: -1. The spin multiplicity is 2. For the HOMO energy (spin up / spin down), the calculation gives -4.59 / -5.19 eV. As for the strongest force on any atom: 0.6 eV/Å. The calculation puts the total energy at -170943.6961 eV.

Geometry as XYZ:
```
127
C60H53GeINO8PPbS the ωB97M-V functional and the def2-TZVPD basis
Pb 0.197 -0.287 0.140
O 1.845 -1.785 1.519
S 1.933 -0.982 2.755
O 1.628 -1.678 3.972
O 1.217 0.295 2.582
C 3.652 -0.514 2.785
C 4.408 -0.752 3.922
C 5.752 -0.409 3.933
C 6.330 0.171 2.812
C 5.570 0.406 1.675
C 4.223 0.059 1.637
P 3.227 0.372 0.110
C 3.664 2.147 -0.126
C 4.262 2.714 -1.246
C 4.449 4.091 -1.325
C 4.039 4.918 -0.290
C 3.445 4.363 0.838
C 3.256 2.991 0.918
C 4.115 -0.558 -1.182
C 4.992 -1.598 -0.874
C 5.498 -2.410 -1.880
C 5.122 -2.206 -3.201
C 4.223 -1.195 -3.513
C 3.715 -0.383 -2.510
H 3.929 -1.208 4.780
H 6.350 -0.595 4.816
H 7.380 0.439 2.821
H 6.028 0.857 0.802
H 4.600 2.085 -2.059
H 4.916 4.517 -2.205
H 4.182 5.989 -0.359
H 3.128 5.000 1.656
H 2.792 2.556 1.801
H 5.265 -1.793 0.155
H 6.170 -3.220 -1.626
H 5.500 -2.856 -3.980
H 3.871 -1.064 -4.528
H 2.949 0.343 -2.761
C -0.356 3.519 2.427
C -0.873 3.506 1.004
O -0.031 2.749 0.124
H -1.084 4.001 3.084
H 0.586 4.075 2.495
H -0.178 2.502 2.782
H -0.979 4.524 0.619
H -1.853 3.034 0.964
H 0.888 2.986 0.305
C -5.030 -3.991 -5.074
C -3.793 -3.475 -5.776
C -3.946 -2.917 -7.040
C -2.847 -2.394 -7.708
C -1.604 -2.444 -7.117
C -1.422 -2.998 -5.843
N -0.107 -2.917 -5.352
C 0.416 -3.538 -4.197
C 0.504 -4.925 -4.140
C 1.005 -5.559 -3.012
C 1.431 -4.813 -1.924
C 1.363 -3.430 -1.983
C 0.879 -2.778 -3.111
C 0.863 -1.273 -3.169
O 1.065 -0.713 -4.249
O 0.636 -0.626 -2.077
C -2.530 -3.524 -5.155
C -2.402 -4.095 -3.762
H -5.907 -3.834 -5.701
H -5.202 -3.475 -4.126
H -4.962 -5.059 -4.853
H -4.930 -2.884 -7.495
H -2.961 -1.957 -8.693
H -0.733 -2.051 -7.629
H 0.286 -1.987 -5.453
H 0.159 -5.498 -4.994
H 1.053 -6.642 -2.981
H 1.789 -5.298 -1.024
H 1.673 -2.849 -1.123
H -1.869 -5.047 -3.756
H -3.379 -4.267 -3.320
H -1.846 -3.430 -3.097
I -4.642 -4.066 6.484
C -3.422 -3.835 4.793
C -3.277 -4.898 3.915
C -2.481 -4.731 2.789
C -1.859 -3.517 2.535
C -2.010 -2.470 3.436
C -2.785 -2.622 4.578
C -1.072 -3.348 1.254
O -0.637 -4.331 0.679
O -1.046 -2.125 0.816
H -3.781 -5.837 4.099
H -2.340 -5.539 2.081
H -1.500 -1.534 3.244
H -2.894 -1.808 5.282
C -4.629 3.177 2.895
C -5.071 3.072 1.581
C -4.618 2.037 0.770
C -3.716 1.093 1.263
C -3.276 1.213 2.585
C -3.732 2.242 3.399
Ge -3.045 -0.363 0.130
C -4.090 -1.940 0.603
C -3.889 -3.141 -0.080
C -4.573 -4.292 0.287
C -5.457 -4.261 1.360
C -5.646 -3.081 2.064
C -4.964 -1.928 1.689
C -3.382 0.122 -1.736
C -4.133 -0.677 -2.599
C -4.285 -0.326 -3.936
C -3.688 0.829 -4.424
C -2.935 1.632 -3.576
C -2.774 1.275 -2.244
H -4.981 3.987 3.523
H -5.770 3.800 1.185
H -4.964 1.967 -0.256
H -2.561 0.497 2.982
H -3.385 2.318 4.423
H -3.159 -3.188 -0.879
H -4.398 -5.219 -0.248
H -5.982 -5.162 1.658
H -6.315 -3.057 2.917
H -5.110 -1.015 2.256
H -4.606 -1.579 -2.228
H -4.855 -0.965 -4.600
H -3.795 1.093 -5.469
H -2.454 2.525 -3.958
H -2.150 1.888 -1.599
```

---

4.
This record from OMol25 describes a 2-piece molecular cluster, C4H11NO2 overall in a non-equilibrium geometry. The level of theory is the ωB97M-V functional and the def2-TZVPD basis.

The energy above the lowest of the compared OMol25 structures with the same formula, charge and spin comes out at 138.1 kJ/mol. Its orbital gap is 10.46 eV. As for the charge: 0. As for the SMILES: CCNC(C)=O.O. For the HOMO energy, the calculation gives -9.74 eV. As for the strongest force on any atom: 3.8 eV/Å. The calculation puts the total energy at -9910.8109 eV.

Geometry as XYZ:
```
18
C4H11NO2 the ωB97M-V functional and the def2-TZVPD basis
C 0.453 -0.992 1.631
C 0.691 0.503 1.358
N -0.408 1.111 0.604
C -0.396 1.118 -0.779
C 0.968 0.902 -1.409
O -1.281 1.608 -1.474
H -0.109 -1.499 0.774
H 1.386 -1.470 1.717
H -0.287 -1.141 2.563
H 1.628 0.561 0.732
H 0.630 1.151 2.332
H -1.350 1.469 0.953
H 1.763 1.493 -1.019
H 0.968 1.038 -2.471
H 1.367 -0.195 -1.237
O -1.870 -2.039 -1.787
H -2.098 -2.514 -0.932
H -2.056 -1.104 -1.559
```

---

5.
This record from OMol25 describes a 2-piece molecular cluster, C5H14S overall in a non-equilibrium geometry. The level of theory is the ωB97M-V functional and the def2-TZVPD basis.

The energy above the lowest of the compared OMol25 structures with the same formula, charge and spin comes out at 34.0 kJ/mol. Its orbital gap is 9.44 eV. As for the charge: 0. As for the SMILES: CCSC.CC. For the HOMO energy, the calculation gives -8.43 eV. As for the strongest force on any atom: 1.0 eV/Å. The calculation puts the total energy at -16246.9485 eV.

Geometry as XYZ:
```
20
C5H14S the ωB97M-V functional and the def2-TZVPD basis
C 0.442 1.879 -1.188
C 0.590 0.507 -0.522
S 2.307 -0.048 -0.385
C 2.622 -0.574 -2.109
H -0.568 2.237 -0.989
H 0.496 1.817 -2.280
H 1.151 2.548 -0.717
H 0.193 0.551 0.488
H -0.007 -0.269 -1.018
H 1.851 -0.168 -2.755
H 3.630 -0.231 -2.328
H 2.644 -1.655 -2.182
C -2.396 -1.091 1.459
C -1.461 -0.536 2.547
H -1.786 -1.405 0.598
H -2.944 -1.956 1.830
H -3.067 -0.347 1.050
H -1.416 0.550 2.503
H -0.464 -0.977 2.465
H -1.817 -0.833 3.536
```

---

6.
This record from OMol25 describes one molecule with the formula C6H13N. The level of theory is the ωB97M-V functional and the def2-TZVPD basis.

The energy above the lowest of the compared OMol25 structures with the same formula, charge and spin comes out at 91.5 kJ/mol. Its orbital gap is 9.12 eV. As for the charge: 0. As for the SMILES: CCC/C=C/NC. For the HOMO energy, the calculation gives -7.92 eV. As for the strongest force on any atom: 0.7 eV/Å. The calculation puts the total energy at -7921.8851 eV.

Geometry as XYZ:
```
20
C6H13N the ωB97M-V functional and the def2-TZVPD basis
C 1.066 2.489 2.100
C -0.151 1.687 1.647
C 0.157 0.239 1.162
C -0.314 -0.037 -0.246
C 0.148 -1.050 -0.969
N -0.195 -1.317 -2.300
C -0.695 -2.661 -2.589
H 0.802 3.142 2.938
H 1.839 1.842 2.530
H 1.489 3.091 1.302
H -0.682 2.185 0.835
H -0.848 1.600 2.478
H -0.393 -0.418 1.843
H 1.209 -0.011 1.281
H -1.162 0.530 -0.618
H 0.930 -1.700 -0.588
H -0.732 -0.599 -2.759
H -1.228 -2.646 -3.546
H -1.389 -3.026 -1.820
H 0.149 -3.340 -2.681
```